Run A
The ion C4H3O2 with charge +1. Source: OMol25; level of theory: ωB97M-V with the def2-TZVPD basis set.

Its HOMO energy is -15.053 eV. For the gap between HOMO and LUMO, the calculation gives 8.589 eV.

Structure (ORCA input):
```
! RIJCOSX wB97M-V def2-TZVPD def2/J DEFGRID3
* xyz 1 1
C -1.376 0.051 -0.333
C 1.152 -0.258 0.187
C -0.083 0.053 -0.095
C 2.451 0.015 -0.192
O -2.213 0.969 0.086
O 3.579 0.080 -0.182
H -1.891 -0.762 -0.891
H 1.476 -0.739 1.139
H -3.094 0.592 0.282
*
```



Run B
A structure of composition C4H3O2. Source: OMol25; level of theory: ωB97M-V with the def2-TZVPD basis set.

Its HOMO energy is -16.741 eV. For the gap between HOMO and LUMO, the calculation gives 10.509 eV.

Structure (ORCA input):
```
! RIJCOSX wB97M-V def2-TZVPD def2/J DEFGRID3
* xyz 1 1
C 0.272 -0.683 2.483
C 0.135 -0.908 1.311
C -0.174 1.199 -1.567
C 0.002 -1.133 -0.119
O -0.178 -1.749 -1.097
O 0.176 0.601 -0.536
H 0.619 -0.346 3.424
H 0.295 2.147 -1.793
H -1.147 0.871 -2.105
*
```



The data favor run A; the next most stable structure lies 24.5 kcal/mol above it.



Run A
The ion C7H14NO with charge +1. Source: OMol25; level of theory: ωB97M-V with the def2-TZVPD basis set.

The structure (SMILES) is C[C@@H]1C[C@@H]2[C@H](C1)[C@]2([NH3+])O. Its HOMO energy is -12.974 eV. For the gap between HOMO and LUMO, the calculation gives 9.434 eV.

Structure (ORCA input):
```
! RIJCOSX wB97M-V def2-TZVPD def2/J DEFGRID3
* xyz 1 1
C 0.637 -0.444 1.148
C 0.707 0.742 -1.078
C -0.631 0.384 0.970
C -0.479 1.145 -0.321
C 1.358 -0.495 -0.246
C -1.587 -0.206 0.006
C 2.861 -0.319 -0.097
N -2.987 0.256 0.054
O -1.568 -1.398 -0.721
H 1.193 0.134 1.914
H 0.265 -1.578 1.413
H 0.642 0.543 -2.167
H 1.531 1.552 -1.141
H -0.947 0.788 1.868
H -1.072 2.040 -0.439
H 1.076 -1.340 -0.857
H 3.284 -1.018 0.783
H 3.236 0.666 0.270
H 3.205 -0.512 -1.132
H -3.128 0.327 -0.907
H -3.172 1.154 0.566
H -3.616 -0.480 0.406
H -0.807 -1.941 -0.291
*
```



Run B
The ion C7H14NO with charge +1. Source: OMol25; level of theory: ωB97M-V with the def2-TZVPD basis set.

The structure (SMILES) is CCOC[N+]1=CCCC1. Its HOMO energy is -14.606 eV. For the gap between HOMO and LUMO, the calculation gives 10.389 eV.

Structure (ORCA input):
```
! RIJCOSX wB97M-V def2-TZVPD def2/J DEFGRID3
* xyz 1 1
C -1.760 1.834 -1.162
C -0.914 0.834 -1.928
O 0.502 1.055 -1.877
C 1.085 1.053 -0.629
N 0.818 -0.171 0.153
C 0.794 -1.374 -0.241
C 0.592 -2.280 0.883
C 0.213 -1.408 2.116
C 0.559 -0.009 1.582
H -1.924 2.729 -1.736
H -1.399 2.065 -0.168
H -2.737 1.385 -1.031
H -1.171 0.926 -2.971
H -1.172 -0.187 -1.665
H 0.806 1.920 -0.044
H 2.154 1.116 -0.783
H 0.922 -1.645 -1.273
H 0.078 -3.211 0.697
H 1.612 -2.628 1.095
H 0.878 -1.618 2.931
H -0.837 -1.566 2.290
H -0.360 0.576 1.632
H 1.262 0.602 2.129
*
```



The data favor run B; the next most stable structure lies 43.2 kcal/mol above it.



Run A
A structure of composition C38H48AsN9OS2TeTi. Source: OMol25; level of theory: ωB97M-V with the def2-TZVPD basis set.

Its HOMO energy (alpha / beta) is -10.925 / -11.468 eV. For the gap between HOMO and LUMO (alpha / beta), the calculation gives 5.862 / 6.099 eV. As for the expectation value of S²: 2.0214.

Structure (ORCA input):
```
! RIJCOSX wB97M-V def2-TZVPD def2/J DEFGRID3
* xyz 2 3
Ti -0.785 -1.101 2.122
C 2.872 -1.392 4.517
C 1.556 -0.983 3.938
N 0.771 -1.822 3.283
N 1.158 -3.145 3.272
C 0.248 -4.104 3.047
N 0.707 -5.355 2.947
S -1.391 -3.751 2.893
C 1.035 0.352 4.001
C 1.671 1.426 4.640
C 1.080 2.667 4.629
C -0.142 2.838 3.973
C -0.718 1.746 3.370
N -0.168 0.523 3.385
H 2.737 -2.144 5.299
H 3.513 -1.823 3.741
H 3.405 -0.555 4.952
H 2.149 -3.349 3.184
H 1.672 -5.586 3.116
H 0.038 -6.104 2.881
H 2.618 1.283 5.138
H 1.558 3.503 5.123
H -0.632 3.801 3.936
H -1.664 1.828 2.848
C -2.375 8.730 -7.515
O -3.307 7.745 -7.083
C -2.926 6.871 -6.140
C -3.890 5.933 -5.750
C -3.597 4.995 -4.793
C -2.331 4.958 -4.192
C -1.381 5.894 -4.583
C -1.665 6.846 -5.547
C -2.067 3.951 -3.180
N -2.965 3.126 -2.681
C -2.301 2.366 -1.772
C -0.968 2.719 -1.707
N -0.834 3.735 -2.615
C -0.033 2.046 -0.876
C 1.345 2.298 -0.822
C 2.145 1.520 -0.025
C 1.569 0.501 0.729
N 0.268 0.265 0.726
C -0.547 1.013 -0.059
C -1.940 0.690 -0.061
N -2.363 -0.272 0.805
C -3.625 -0.673 0.725
C -4.550 -0.120 -0.157
C -4.156 0.901 -0.985
C -2.824 1.324 -0.950
H -2.893 9.320 -8.263
H -1.494 8.268 -7.963
H -2.075 9.376 -6.687
H -4.863 5.971 -6.221
H -4.340 4.270 -4.491
H -0.393 5.913 -4.134
H -0.906 7.562 -5.824
H 0.007 4.233 -2.853
H 1.777 3.094 -1.415
H 3.212 1.686 0.028
H 2.180 -0.159 1.333
H -3.921 -1.466 1.402
H -5.564 -0.494 -0.167
H -4.841 1.383 -1.671
C 0.488 -3.438 -2.753
C -0.214 -4.111 -1.568
C 0.591 -5.322 -1.066
C -1.652 -4.522 -1.932
C -0.293 -3.148 -0.477
N -0.370 -2.416 0.399
H 0.577 -4.159 -3.566
H 1.487 -3.106 -2.470
H -0.081 -2.581 -3.115
H 0.737 -6.013 -1.896
H 0.051 -5.844 -0.273
H 1.561 -5.011 -0.678
H -1.611 -5.291 -2.703
H -2.218 -3.676 -2.322
H -2.175 -4.930 -1.066
C 4.419 -3.803 -2.068
As 4.761 -3.407 -0.210
C 5.978 -1.908 -0.215
C 5.763 -4.906 0.474
S 2.999 -3.030 0.863
H 5.361 -3.959 -2.592
H 3.884 -2.968 -2.514
H 3.809 -4.702 -2.134
H 6.923 -2.199 -0.671
H 6.145 -1.587 0.810
H 5.532 -1.093 -0.782
H 6.640 -5.081 -0.150
H 5.125 -5.787 0.472
H 6.072 -4.690 1.494
C -3.763 0.697 4.708
Te -2.906 -1.214 4.268
C -1.594 -1.220 5.946
H -4.320 0.627 5.638
H -4.449 0.956 3.903
H -2.990 1.456 4.799
H -1.057 -0.275 5.984
H -0.896 -2.044 5.812
H -2.171 -1.368 6.853
*
```



Run B
A structure of composition C38H48AsN9OS2TeTi. Source: OMol25; level of theory: ωB97M-V with the def2-TZVPD basis set.

Its HOMO energy (alpha / beta) is -10.775 / -11.399 eV. For the gap between HOMO and LUMO (alpha / beta), the calculation gives 5.504 / 6.036 eV. As for the expectation value of S²: 2.0166.

Structure (ORCA input):
```
! RIJCOSX wB97M-V def2-TZVPD def2/J DEFGRID3
* xyz 2 3
Ti -0.091 1.018 2.114
C -2.865 2.444 5.244
C -1.953 1.628 4.386
N -0.947 2.139 3.687
N -0.632 3.460 3.904
C 0.472 3.992 3.356
N 0.725 5.280 3.637
S 1.487 3.109 2.343
C -2.062 0.205 4.245
C -2.998 -0.599 4.917
C -2.929 -1.964 4.789
C -1.931 -2.531 3.984
C -1.069 -1.692 3.324
N -1.124 -0.353 3.435
H -2.421 2.678 6.216
H -3.136 3.384 4.756
H -3.796 1.919 5.434
H -1.202 3.994 4.545
H 0.219 5.789 4.342
H 1.588 5.675 3.306
H -3.753 -0.152 5.547
H -3.636 -2.596 5.309
H -1.841 -3.601 3.868
H -0.298 -2.079 2.668
C 0.166 -8.460 -8.050
O 1.257 -7.883 -7.345
C 0.995 -6.980 -6.387
C 2.109 -6.439 -5.735
C 1.946 -5.508 -4.740
C 0.667 -5.083 -4.360
C -0.434 -5.627 -5.013
C -0.284 -6.567 -6.019
C 0.539 -4.095 -3.300
N 1.543 -3.545 -2.647
C 0.973 -2.689 -1.755
C -0.403 -2.707 -1.856
N -0.667 -3.615 -2.849
C -1.246 -1.892 -1.055
C -2.646 -1.845 -1.120
C -3.336 -0.982 -0.304
C -2.624 -0.162 0.567
N -1.303 -0.189 0.650
C -0.607 -1.035 -0.131
C 0.825 -1.053 0.031
N 1.358 -0.272 0.998
C 2.675 -0.231 1.126
C 3.540 -0.985 0.336
C 3.014 -1.812 -0.626
C 1.626 -1.857 -0.795
H 0.604 -9.141 -8.772
H -0.410 -7.695 -8.576
H -0.487 -9.017 -7.376
H 3.093 -6.774 -6.036
H 2.808 -5.091 -4.237
H -1.445 -5.330 -4.755
H -1.161 -6.969 -6.504
H -1.566 -3.888 -3.204
H -3.182 -2.485 -1.810
H -4.415 -0.928 -0.329
H -3.134 0.540 1.217
H 3.064 0.434 1.889
H 4.606 -0.914 0.501
H 3.638 -2.430 -1.258
C -1.374 5.058 -1.368
C -2.461 4.267 -0.622
C -3.349 3.500 -1.610
C -3.301 5.193 0.269
C -1.774 3.295 0.233
N -1.199 2.562 0.900
H -1.855 5.781 -2.026
H -0.750 4.389 -1.961
H -0.735 5.596 -0.667
H -3.826 4.215 -2.280
H -4.131 2.944 -1.092
H -2.759 2.809 -2.212
H -3.801 5.928 -0.362
H -2.673 5.728 0.982
H -4.064 4.635 0.812
C 4.340 3.218 -0.613
As 2.916 3.257 -1.916
C 3.698 2.704 -3.587
C 2.476 5.126 -2.119
S 1.283 2.081 -1.352
H 5.188 3.813 -0.950
H 4.650 2.184 -0.470
H 3.957 3.614 0.325
H 4.558 3.327 -3.832
H 2.941 2.789 -4.364
H 4.001 1.663 -3.498
H 3.361 5.698 -2.394
H 2.080 5.485 -1.171
H 1.715 5.229 -2.891
C 2.281 -1.789 4.828
Te 2.047 0.325 4.673
C 0.687 0.443 6.310
H 2.775 -2.035 5.763
H 2.899 -2.124 3.997
H 1.308 -2.273 4.780
H -0.148 -0.235 6.148
H 0.325 1.467 6.383
H 1.210 0.185 7.226
*
```



The data favor run A; the next most stable structure lies 6.6 kcal/mol above it.



Run A
A cluster of 3 separate species, C2H9NO in total. Source: OMol25; level of theory: ωB97M-V with the def2-TZVPD basis set.

The structure (SMILES) is [H][H].C1CO1.N. Its HOMO energy is -9.781 eV. For the gap between HOMO and LUMO, the calculation gives 10.869 eV.

Structure (ORCA input):
```
! RIJCOSX wB97M-V def2-TZVPD def2/J DEFGRID3
* xyz 0 1
N 0.468 2.639 0.611
H 1.159 3.114 0.040
H 0.216 -2.230 -4.056
H 0.811 2.677 1.561
H 0.486 1.656 0.340
C -0.189 -0.263 1.403
O 0.686 -0.335 0.294
C -0.496 -1.072 0.172
H -1.062 0.331 1.648
H 0.017 -0.910 2.246
H -1.244 -0.652 -0.487
H -0.606 -2.135 0.352
H -0.245 -2.820 -4.124
*
```



Run B
A cluster of 3 separate species, C2H9NO in total. Source: OMol25; level of theory: ωB97M-V with the def2-TZVPD basis set.

The structure (SMILES) is [H][H].C1CO1.N. Its HOMO energy is -10.176 eV. For the gap between HOMO and LUMO, the calculation gives 11.258 eV.

Structure (ORCA input):
```
! RIJCOSX wB97M-V def2-TZVPD def2/J DEFGRID3
* xyz 0 1
N 0.970 0.826 3.070
H 1.319 0.539 3.991
H -0.810 0.952 -6.835
H 0.172 1.359 3.431
H 0.546 -0.028 2.729
C -0.088 -0.070 0.667
O 0.348 -1.401 0.875
C -0.292 -1.212 -0.341
H 0.416 0.767 0.192
H -1.109 0.176 0.960
H 0.056 -0.920 -1.333
H -1.327 -1.572 -0.359
H -0.202 0.585 -7.046
*
```



Run C
A cluster of 2 separate species, C2H9NO in total. Source: OMol25; level of theory: ωB97M-V with the def2-TZVPD basis set.

The structure (SMILES) is CCN.O. Its HOMO energy is -9.902 eV. For the gap between HOMO and LUMO, the calculation gives 10.961 eV.

Structure (ORCA input):
```
! RIJCOSX wB97M-V def2-TZVPD def2/J DEFGRID3
* xyz 0 1
O 1.371 -2.132 -0.189
H 1.026 -3.079 -0.157
C -0.573 1.517 -0.962
C -0.125 1.157 0.412
N -0.670 -0.182 0.723
H -1.201 2.400 -1.108
H -0.978 0.575 -1.423
H 0.267 1.713 -1.518
H -0.424 1.998 1.129
H 0.931 0.979 0.497
H 0.562 -1.619 0.081
H -0.637 -0.554 1.674
H -1.646 -0.119 0.578
*
```



Run D
A cluster of 2 separate species, C2H9NO in total. Source: OMol25; level of theory: ωB97M-V with the def2-TZVPD basis set.

The structure (SMILES) is COC.N. Its HOMO energy is -9.792 eV. For the gap between HOMO and LUMO, the calculation gives 10.709 eV.

Structure (ORCA input):
```
! RIJCOSX wB97M-V def2-TZVPD def2/J DEFGRID3
* xyz 0 1
C 0.203 0.632 -1.213
N 1.116 0.898 2.295
H 0.420 1.545 -0.683
H 1.080 0.082 -1.538
H -0.408 0.888 -2.084
H 0.927 -0.089 2.186
H 1.536 1.205 1.426
H 0.229 1.387 2.293
C -0.957 -1.411 -0.799
O -0.553 -0.159 -0.307
H -0.159 -2.153 -0.701
H -1.857 -1.684 -0.256
H -1.261 -1.346 -1.850
*
```



The data favor run C; the next most stable structure lies 6.9 kcal/mol above it.



Run A
A cluster of 2 separate species, C2H9NO in total. Source: OMol25; level of theory: ωB97M-V with the def2-TZVPD basis set.

The structure (SMILES) is CNC.O. Its HOMO energy is -9.236 eV. For the gap between HOMO and LUMO, the calculation gives 10.152 eV.

Structure (ORCA input):
```
! RIJCOSX wB97M-V def2-TZVPD def2/J DEFGRID3
* xyz 0 1
H -0.470 -1.198 0.272
O -0.933 -1.954 0.863
N -0.265 0.136 -0.215
H -1.378 -2.700 0.463
H -1.122 0.477 -0.605
C 0.799 0.210 -1.207
H 0.765 -0.670 -1.835
H 0.684 1.022 -1.949
H 1.752 0.304 -0.701
C -0.006 0.935 1.013
H 1.030 1.223 1.075
H -0.545 1.879 0.967
H -0.311 0.336 1.859
*
```



Run B
A cluster of 3 separate species, C2H9NO in total. Source: OMol25; level of theory: ωB97M-V with the def2-TZVPD basis set.

The structure (SMILES) is [H][H].C1CO1.N. Its HOMO energy is -10.354 eV. For the gap between HOMO and LUMO, the calculation gives 11.123 eV.

Structure (ORCA input):
```
! RIJCOSX wB97M-V def2-TZVPD def2/J DEFGRID3
* xyz 0 1
N 1.077 -2.531 1.992
H 0.769 -2.504 1.026
H -3.567 -1.246 3.950
H 0.206 -2.435 2.509
H 1.572 -1.667 2.176
C -0.107 1.590 -2.562
O -0.126 2.305 -1.314
C 1.079 1.701 -1.699
H -0.790 0.751 -2.634
H -0.107 2.253 -3.417
H 1.488 0.809 -1.252
H 1.817 2.396 -2.044
H -3.314 -1.421 3.267
*
```



The data favor run A; the next most stable structure lies 38.5 kcal/mol above it.